[1]
Density functional theory data (ωB97M-V/def2-TZVPD) for a structure of composition C49H50BrLaN6O5 in a non-equilibrium geometry.

Highest occupied orbital energy ... -0.0911 Eh
Total charge ... -2
LUMO energy ... 0.1230 Ha
ΔE to the lowest compared entry with this formula, charge and spin ... 38.2 kJ/mol
E ... -5207.7267 Ha

CARTESIAN COORDINATES (ANGSTROEM)
La1 -0.13 0.67 0.67
O1 -0.46 -1.71 0.35
C1 -1.00 -2.75 -0.21
C2 -1.33 -3.88 0.58
C3 -1.76 -4.98 0.00
C4 -2.17 -4.95 -1.36
C5 -1.78 -3.92 -2.13
C6 -1.23 -2.74 -1.61
C7 -0.78 -1.65 -2.54
N1 -0.63 -0.44 -2.14
C8 -0.60 0.61 -3.20
C9 -0.01 1.92 -2.60
N2 0.91 1.73 -1.51
C10 2.13 2.02 -1.66
C11 3.30 1.51 -1.01
C12 4.62 1.79 -1.43
C13 5.71 1.01 -1.13
C14 5.61 -0.04 -0.18
C15 4.32 -0.39 0.22
C16 3.19 0.41 -0.05
O2 2.09 0.07 0.59
H1 -1.13 -3.79 1.65
H2 -2.00 -5.89 0.52
H3 -2.83 -5.72 -1.75
H4 -1.95 -3.96 -3.20
H5 -0.64 -1.94 -3.60
H6 -1.56 0.85 -3.65
H7 0.18 0.31 -3.96
H8 -0.92 2.44 -2.17
H9 0.32 2.58 -3.38
H10 2.36 2.84 -2.43
H11 4.74 2.59 -2.22
H12 6.67 1.22 -1.65
H13 6.50 -0.59 0.13
H14 4.12 -1.19 0.94
C17 -4.31 4.37 0.20
C18 -5.16 3.49 -0.63
C19 -5.76 4.02 -1.75
C20 -6.54 3.23 -2.60
C21 -6.68 1.89 -2.32
C22 -6.09 1.24 -1.27
C23 -6.26 -0.23 -1.01
C24 -5.29 2.08 -0.41
N3 -4.85 1.60 0.78
C25 -3.58 1.26 1.01
O3 -2.58 1.24 0.20
C26 -3.30 0.85 2.39
C27 -4.17 1.05 3.47
C28 -3.83 0.50 4.70
C29 -2.64 -0.12 4.88
C30 -1.72 -0.18 3.81
N4 -2.07 0.31 2.62
C31 -0.36 -0.71 4.05
O4 -0.14 -1.20 5.20
N5 0.56 -0.45 3.09
C32 1.83 -0.82 3.43
C33 2.58 0.10 4.28
C34 1.94 1.42 4.75
C35 3.86 -0.25 4.71
C36 4.43 -1.47 4.33
C37 3.71 -2.36 3.49
C38 2.43 -2.03 3.04
C39 1.71 -3.14 2.32
H15 -4.51 4.29 1.29
H16 -3.26 4.18 -0.01
H17 -4.46 5.42 -0.07
H18 -5.42 4.98 -2.06
H19 -7.03 3.65 -3.44
H20 -7.27 1.25 -3.02
H21 -6.87 -0.80 -1.80
H22 -5.24 -0.77 -1.08
H23 -6.68 -0.49 0.05
H24 -5.11 1.63 3.39
H25 -4.51 0.50 5.55
H26 -2.25 -0.47 5.85
H27 2.62 2.07 5.28
H28 1.23 1.15 5.59
H29 1.51 1.87 3.85
H30 4.23 0.38 5.49
H31 5.47 -1.69 4.68
H32 4.19 -3.24 3.17
H33 0.72 -2.78 2.02
H34 2.23 -3.44 1.43
H35 1.74 -4.00 2.99
C40 4.08 -4.13 -7.55
C41 3.77 -4.37 -6.06
C42 2.85 -5.43 -5.74
C43 2.58 -5.80 -4.44
C44 3.29 -5.08 -3.43
Br1 3.51 -5.74 -1.65
N6 4.00 -4.02 -3.70
C45 4.35 -3.73 -5.00
H36 4.21 -5.11 -8.08
H37 4.95 -3.52 -7.67
H38 3.20 -3.57 -7.97
H39 2.41 -5.98 -6.62
H40 1.81 -6.49 -4.17
H41 5.03 -2.88 -5.09
C46 -0.47 4.84 0.99
C47 0.46 4.06 1.86
C48 0.04 4.48 3.24
C49 1.88 4.41 1.47
O5 0.27 2.62 1.71
H42 -0.17 5.90 0.97
H43 -1.54 4.62 1.24
H44 -0.37 4.45 -0.06
H45 0.06 5.58 3.41
H46 0.88 4.11 3.81
H47 -0.80 3.93 3.56
H48 2.20 5.39 1.78
H49 2.10 4.30 0.40
H50 2.54 3.67 2.01

These are the Löwdin partial charges, in e, on atoms 1 to 5:
1. La 2.051
2. O -0.277
3. C -0.355
4. C -0.036
5. C -0.120

---

[2]
Density functional theory data (ωB97M-V/def2-TZVPD) for the molecule C4H4N2OS in a non-equilibrium geometry.

Highest occupied orbital energy ... -0.3200 Eh
Total charge ... 0
LUMO energy ... 0.0144 Ha
SMILES ... [H]/N=C\n1ccoc1=S
ΔE to the lowest compared entry with this formula, charge and spin ... 222.1 kJ/mol
E ... -737.6849 Ha

CARTESIAN COORDINATES (ANGSTROEM)
H1 2.51 -0.57 -0.51
N1 2.47 -0.53 0.59
C1 1.37 0.00 0.91
N2 0.15 0.10 0.12
C2 -1.03 0.66 0.51
C3 -1.94 0.39 -0.36
O1 -1.47 -0.48 -1.37
C4 -0.15 -0.58 -1.07
S1 0.82 -1.25 -2.18
H2 1.30 0.19 2.13
H3 -1.07 1.10 1.49
H4 -2.95 0.95 -0.25

These are the Löwdin partial charges, in e, on atoms 1 to 5:
1. H 0.023
2. N 0.083
3. C -0.231
4. N -0.038
5. C -0.117

---

[3]
Density functional theory data (ωB97M-V/def2-TZVPD) for the ion C5H9N2 with charge +1 in a non-equilibrium geometry.

Highest occupied orbital energy ... -0.5181 Eh
Total charge ... +1
LUMO energy ... -0.1414 Ha
SMILES ... C1=[NH+][C@H]2C[C@H]2CN1
ΔE to the lowest compared entry with this formula, charge and spin ... 275.7 kJ/mol
E ... -305.1250 Ha

CARTESIAN COORDINATES (ANGSTROEM)
C1 1.51 -0.01 -0.87
N1 0.70 -1.04 -1.14
C2 -0.57 -1.04 -0.52
C3 -0.74 -1.04 0.95
C4 -1.11 0.21 0.28
C5 -0.13 1.37 0.31
N2 1.18 1.06 -0.13
H1 2.45 0.21 -1.41
H2 0.86 -1.96 -1.56
H3 -1.26 -1.59 -1.24
H4 0.15 -1.10 1.53
H5 -1.57 -1.59 1.51
H6 -2.09 0.67 0.08
H7 -0.56 2.04 -0.40
H8 -0.23 1.95 1.29
H9 1.57 1.95 -0.21

These are the Löwdin partial charges, in e, on atoms 1 to 5:
1. C -0.010
2. N 0.115
3. C -0.219
4. C -0.070
5. C -0.167

---

[4]
Density functional theory data (ωB97M-V/def2-TZVPD) for the molecule C18H13Cl4N3O in a non-equilibrium geometry.

Highest occupied orbital energy ... -0.3255 Eh
Total charge ... 0
LUMO energy ... 0.0121 Ha
SMILES ... Clc1ccc(CO/N=C(\Cn2ccnc2)c2ccc(Cl)cc2Cl)c(Cl)c1
E ... -2773.9592 Ha

CARTESIAN COORDINATES (ANGSTROEM)
Cl1 -0.60 -7.25 -0.70
C1 -1.01 -5.60 -0.98
C2 -1.54 -5.22 -2.20
C3 -1.86 -3.89 -2.41
C4 -1.67 -2.93 -1.43
C5 -2.02 -1.49 -1.68
O1 -0.84 -0.69 -1.58
N1 -1.07 0.42 -0.79
C6 -0.06 1.11 -0.47
C7 1.36 0.77 -0.87
N2 2.30 1.13 0.16
C8 2.24 0.73 1.46
C9 3.26 1.36 2.10
N3 3.94 2.14 1.22
C10 3.34 1.99 0.08
C11 -0.27 2.30 0.37
C12 0.44 3.47 0.10
C13 0.30 4.60 0.88
C14 -0.55 4.56 1.98
Cl2 -0.72 5.95 2.98
C15 -1.26 3.41 2.28
C16 -1.12 2.29 1.47
Cl3 -2.01 0.88 1.90
C17 -1.13 -3.34 -0.21
Cl4 -0.87 -2.21 1.06
C18 -0.80 -4.67 0.02
H1 -1.70 -5.95 -2.98
H2 -2.27 -3.59 -3.36
H3 -2.74 -1.13 -0.95
H4 -2.44 -1.37 -2.69
H5 1.40 -0.31 -1.06
H6 1.63 1.28 -1.80
H7 1.49 0.04 1.81
H8 3.56 1.30 3.13
H9 3.64 2.46 -0.84
H10 1.09 3.51 -0.76
H11 0.85 5.49 0.66
H12 -1.92 3.38 3.13
H13 -0.38 -4.97 0.97

These are the Löwdin partial charges, in e, on atoms 1 to 5:
1. Cl 0.690
2. C -0.673
3. C -0.097
4. C -0.026
5. C -0.213

---

[5]
Density functional theory data (ωB97M-V/def2-TZVPD) for a cluster of 13 separate species, C35H68ClF17N14O30P in total in a non-equilibrium geometry.

Highest occupied orbital energy ... -0.1961 Eh
Total charge ... -1
LUMO energy ... 0.0070 Ha
ΔE to the lowest compared entry with this formula, charge and spin ... 1373.3 kJ/mol
E ... -6895.7047 Ha

CARTESIAN COORDINATES (ANGSTROEM)
C1 2.37 -2.81 5.47
C2 1.19 -2.42 4.35
C3 1.39 -0.87 3.88
Cl1 3.21 -0.39 3.63
C4 0.42 -0.38 2.61
C5 0.50 -1.54 1.48
C6 1.94 -2.09 0.99
C7 1.68 -2.74 -0.53
C8 0.65 -4.04 -0.50
O1 0.10 -4.35 -1.86
O2 -0.86 -0.17 3.38
P1 -1.98 1.10 2.82
C9 -3.47 0.43 3.79
C10 -4.88 0.12 2.97
C11 -6.18 0.61 3.90
F1 -6.11 2.07 4.26
F2 -6.08 -0.11 5.23
C12 -7.64 0.32 3.32
F3 -8.29 -0.73 4.19
F4 -8.48 1.55 3.54
C13 -7.81 -0.19 1.78
F5 -7.21 -1.55 1.54
F6 -9.30 -0.48 1.65
C14 -7.48 0.91 0.61
F7 -6.91 2.20 1.14
F8 -8.80 1.35 0.02
C15 -6.62 0.37 -0.66
F9 -5.36 -0.34 -0.34
F10 -7.53 -0.52 -1.46
C16 -6.16 1.58 -1.72
F11 -7.30 2.32 -2.30
F12 -5.53 0.83 -2.88
F13 -5.08 2.41 -1.15
C17 -2.39 0.14 1.21
N1 -2.68 -1.23 1.12
C18 -2.75 -2.32 2.01
O3 -2.85 2.39 1.93
N2 -3.73 3.02 2.68
O4 -4.17 3.97 2.05
C19 -1.32 2.37 4.08
F14 -0.19 1.85 4.94
F15 -2.26 2.78 5.19
C20 -0.76 3.80 3.54
F16 -1.19 4.91 4.48
F17 0.74 3.95 3.56
O5 -0.64 1.76 1.83
C21 0.68 1.13 2.01
C22 1.72 1.45 0.80
C23 1.09 1.59 -0.70
O6 1.16 3.03 -1.12
H1 2.82 -1.88 6.01
H2 3.21 -3.42 4.86
H3 1.92 -3.57 6.26
H4 1.26 -3.24 3.53
H5 0.18 -2.49 4.95
H6 1.14 -0.27 4.89
H7 -0.11 -1.29 0.49
H8 -0.04 -2.53 1.89
H9 2.84 -1.36 1.00
H10 2.29 -3.04 1.63
H11 2.74 -3.19 -0.84
H12 1.30 -1.92 -1.28
H13 1.15 -5.03 -0.09
H14 -0.31 -3.86 0.18
H15 -0.86 -4.67 -1.75
H16 -3.84 1.00 4.73
H17 -3.14 -0.65 4.21
H18 -5.07 -1.02 2.81
H19 -5.00 0.74 1.98
H20 -3.28 0.73 0.67
H21 -1.49 0.37 0.45
H22 -2.62 -1.57 0.11
H23 -2.22 -3.28 1.52
H24 -2.30 -2.30 3.10
H25 -3.88 -2.71 2.15
H26 -1.12 4.18 2.50
H27 1.32 1.58 2.92
H28 2.67 0.77 0.73
H29 2.15 2.53 1.05
H30 1.85 1.04 -1.45
H31 -0.01 1.27 -0.85
H32 1.96 3.19 -1.69
C24 5.34 4.44 2.18
N3 5.03 3.42 1.14
O7 3.93 2.86 1.21
O8 5.89 3.22 0.28
H33 4.49 4.52 2.87
H34 6.24 4.11 2.71
H35 5.51 5.39 1.67
C25 6.15 2.65 -3.73
N4 5.36 1.76 -2.85
O9 4.19 2.09 -2.60
O10 5.93 0.74 -2.43
H36 5.53 3.50 -4.02
H37 7.02 2.99 -3.16
H38 6.45 2.08 -4.61
C26 3.65 -8.01 -0.74
N5 3.09 -6.65 -0.51
O11 3.04 -6.25 0.66
O12 2.71 -6.03 -1.50
H39 3.94 -8.44 0.22
H40 2.88 -8.61 -1.22
H41 4.52 -7.90 -1.39
C27 -3.34 2.32 -4.26
N6 -2.33 2.89 -5.19
O13 -2.76 3.44 -6.21
O14 -1.14 2.76 -4.88
H42 -4.34 2.50 -4.66
H43 -3.15 1.25 -4.18
H44 -3.21 2.82 -3.29
C28 3.47 -4.67 -4.90
N7 4.00 -5.89 -5.57
O15 4.35 -5.78 -6.76
O16 4.05 -6.92 -4.90
H45 3.49 -3.84 -5.61
H46 2.45 -4.88 -4.58
H47 4.12 -4.46 -4.05
C29 7.01 5.59 -6.84
N8 6.31 4.30 -6.58
O17 5.18 4.36 -6.09
O18 6.92 3.27 -6.87
H48 6.36 6.41 -6.53
H49 7.93 5.59 -6.25
H50 7.22 5.64 -7.91
C30 -4.57 0.60 -7.64
N9 -4.17 -0.49 -6.72
O19 -5.03 -1.34 -6.44
O20 -3.01 -0.47 -6.30
H51 -5.62 0.45 -7.93
H52 -4.45 1.54 -7.11
H53 -3.92 0.55 -8.52
C31 8.15 0.79 1.92
N10 7.58 1.17 3.24
O21 6.50 0.67 3.56
O22 8.24 1.97 3.93
H54 7.47 0.09 1.43
H55 8.26 1.70 1.33
H56 9.12 0.32 2.10
C32 7.31 0.26 7.22
N11 6.61 -1.03 7.48
O23 5.48 -0.97 7.97
O24 7.22 -2.06 7.18
H57 6.66 1.08 7.52
H58 8.23 0.26 7.80
H59 7.52 0.31 6.14
C33 7.07 7.08 -2.55
N12 7.60 5.86 -3.22
O25 7.95 5.98 -4.40
O26 7.65 4.83 -2.54
H60 7.09 7.91 -3.26
H61 6.05 6.87 -2.23
H62 7.72 7.30 -1.70
C34 -10.35 -2.67 5.01
N13 -11.14 -3.57 5.90
O27 -12.31 -3.24 6.15
O28 -10.57 -4.59 6.31
H63 -10.97 -1.82 4.72
H64 -9.48 -2.33 5.58
H65 -10.05 -3.25 4.14
C35 -6.72 -3.93 -7.09
N14 -6.92 -4.58 -8.41
O29 -7.88 -4.19 -9.09
O30 -6.12 -5.46 -8.73
H66 -7.49 -3.18 -6.94
H67 -6.79 -4.71 -6.32
H68 -5.73 -3.47 -7.09

These are the Löwdin partial charges, in e, on atoms 1 to 5:
1. C -0.161
2. C -0.239
3. C -0.484
4. Cl 0.542
5. C -0.315

---

[6]
Density functional theory data (ωB97M-V/def2-TZVPD) for the molecule C16H25N3O10S2 in a non-equilibrium geometry.

Highest occupied orbital energy ... -0.3439 Eh
Total charge ... 0
LUMO energy ... -0.0013 Ha
E ... -2337.5829 Ha

CARTESIAN COORDINATES (ANGSTROEM)
C1 3.51 0.41 -0.18
C2 2.60 1.48 -0.72
O1 2.98 2.35 -1.44
O2 1.29 1.42 -0.29
C3 0.43 0.94 -1.32
C4 -1.08 1.09 -1.04
C5 -1.48 2.57 -1.38
C6 -0.60 3.72 -0.84
C7 0.28 4.37 -1.92
N1 1.38 5.14 -1.34
C8 -1.79 0.30 -2.18
O3 -2.29 -1.02 -1.90
S1 -1.28 -2.05 -1.18
O4 -1.76 -3.36 -1.50
O5 -1.85 -1.80 0.34
C9 -1.29 -0.69 1.03
S2 -2.17 -0.81 2.66
C10 0.21 -0.94 1.29
O6 0.29 -2.23 1.84
C11 1.61 -2.60 2.17
O7 1.63 -3.94 2.48
C12 1.66 -4.80 1.36
C13 0.48 -5.78 1.34
O8 -0.71 -5.23 1.87
C14 -1.61 0.71 0.38
N2 -3.00 1.06 0.50
C15 -3.91 0.35 0.10
O9 -4.78 -0.33 -0.24
O10 -0.89 1.60 1.31
C16 -1.56 2.54 1.91
N3 -2.10 3.30 2.58
H1 4.02 0.82 0.69
H2 2.94 -0.46 0.12
H3 4.24 0.15 -0.94
H4 0.62 1.53 -2.22
H5 0.70 -0.09 -1.57
H6 -2.51 2.74 -1.10
H7 -1.45 2.63 -2.47
H8 0.01 3.47 0.02
H9 -1.28 4.51 -0.51
H10 0.62 3.63 -2.66
H11 -0.36 5.07 -2.47
H12 1.58 4.79 -0.41
H13 2.22 4.98 -1.87
H14 -2.66 0.86 -2.51
H15 -1.12 0.25 -3.04
H16 -1.45 0.10 3.33
H17 0.77 -0.95 0.36
H18 0.61 -0.20 1.98
H19 2.29 -2.39 1.32
H20 1.93 -2.05 3.06
H21 1.64 -4.24 0.42
H22 2.59 -5.39 1.37
H23 0.31 -6.10 0.31
H24 0.72 -6.69 1.91
H25 -1.16 -4.76 1.16

These are the Löwdin partial charges, in e, on atoms 1 to 5:
1. C 0.046
2. C -0.490
3. O 0.147
4. O -0.037
5. C -0.125